Computed, not measured: 2 unconnected molecules or ions with the total composition C18H41NO7P at a distorted geometry, with ωB97M-V/def2-TZVPD.

energy relative to the best compared isomer or geometry (same formula, charge and spin) = 0.0 kcal per mole
molar mass = 414.50 g mol⁻¹
HOMO-LUMO gap = 9.42 eV
E_tot = -1633.0103 a.u.
HOMO level = -11.970 eV

```
! RIJCOSX wB97M-V def2-TZVPD def2/J DEFGRID3
* xyz 1 1
P -1.667 2.689 -2.673
O -1.851 1.051 -2.617
O 1.546 2.150 -5.123
O -1.688 3.181 -1.108
O 3.546 2.066 -4.004
O -2.861 3.199 -3.324
O 3.069 3.666 -5.463
O -1.979 -1.604 1.266
N -1.300 -3.400 3.679
C -1.009 -4.503 1.393
C 2.771 2.709 -4.875
C -0.152 -4.225 4.213
C 0.788 1.926 -3.940
C -1.945 -4.168 2.537
C 4.560 2.908 -3.405
C -0.696 -2.059 3.267
C -0.976 0.461 -1.614
C -3.540 -2.483 4.606
C -2.274 -3.291 4.843
C -3.144 -0.963 0.747
C 0.564 3.674 -0.225
C -0.137 3.131 -3.587
C -1.577 -1.077 2.511
C -0.768 4.241 -0.789
C 4.709 2.447 -1.918
C 5.912 1.511 -1.684
C -0.281 -0.825 -2.167
H 6.863 2.061 -1.717
H 0.985 4.421 0.470
H 4.298 3.970 -3.382
H -0.241 -5.219 1.689
H -3.108 -1.018 -0.339
H -1.535 0.268 -0.678
H 0.236 -3.734 5.103
H 5.907 0.625 -2.332
H 0.167 -2.302 2.649
H -0.682 -1.733 -1.701
H -3.984 -2.636 3.625
H -1.582 -4.970 0.592
H 5.499 2.704 -3.937
H 5.841 1.131 -0.647
H -0.520 -3.626 0.974
H -0.474 3.541 -4.554
H -0.526 -5.217 4.458
H -0.974 -0.181 2.318
H -1.226 4.803 0.039
H -1.719 -2.865 5.679
H -4.285 -2.777 5.347
H 1.386 1.654 -3.056
H 0.476 3.916 -3.121
H 1.304 3.431 -1.000
H -0.150 1.173 -1.436
H 0.804 -0.724 -2.002
H 4.882 3.362 -1.325
H 0.629 -4.282 3.462
H -0.340 -1.599 4.190
H -4.031 -1.503 1.093
H 0.142 1.059 -4.143
H -2.797 -3.599 2.185
H 3.744 2.032 -1.585
H -0.615 4.962 -1.605
H -2.330 -5.093 2.973
H -2.542 -4.316 5.100
H -2.435 -0.756 3.099
H -3.207 0.084 1.051
H 0.303 2.810 0.407
H -0.414 -0.849 -3.257
H -3.369 -1.421 4.768
*
```

Computed, not measured: a molecular structure, C18H41NO8PS2 at a distorted geometry, with ωB97M-V/def2-TZVPD.

molar mass = 494.63 g mol⁻¹
HOMO-LUMO gap = 6.45 eV
E_tot = -2504.3900 a.u.
HOMO level = -10.766 eV

```
! RIJCOSX wB97M-V def2-TZVPD def2/J DEFGRID3
* xyz 1 1
S -2.360 -2.639 -4.018
S -0.260 0.056 -4.259
P 0.363 -1.565 -3.165
O 0.359 -1.842 2.098
O -5.332 0.981 -0.577
O 1.815 -2.303 4.609
O 1.843 -2.137 -3.636
O 6.367 2.275 1.545
O -6.217 3.177 1.165
O 5.718 3.035 -1.221
O 2.035 0.790 -1.146
N 2.201 -4.168 -2.330
C -5.633 1.972 1.627
C 0.685 -3.172 1.725
C 0.897 0.482 -1.321
C 7.316 1.357 1.031
C -0.785 -3.005 -3.197
C 5.500 3.857 -0.082
C -0.217 -1.767 3.401
C -5.220 1.922 -1.630
C -4.234 -1.625 -2.243
C 0.795 -1.334 4.440
C 0.513 -1.001 -1.442
C 2.172 -3.170 -2.907
C -4.669 1.397 0.610
C 4.846 1.921 -1.271
C 3.020 -1.975 3.935
C -3.588 -2.970 -2.687
C -7.533 3.005 0.659
C 6.510 3.583 1.011
H 2.835 -1.643 2.910
H -5.032 -1.381 -2.936
H -3.469 -0.864 -2.365
H 5.610 4.895 -0.410
H -6.404 1.239 1.883
H -0.228 -3.715 1.451
H 0.135 1.274 -1.389
H -4.323 -3.659 -3.083
H 6.337 4.286 1.832
H 4.482 3.727 0.297
H 0.094 -0.230 -5.534
H 7.410 1.435 -0.054
H -3.078 -3.373 -1.820
H -3.881 2.121 0.377
H -4.194 0.508 1.041
H 0.284 -1.232 5.401
H 8.295 1.526 1.492
H -4.218 1.874 -2.076
H 4.781 1.412 -0.306
H -5.414 2.939 -1.287
H -4.567 -1.662 -1.215
H 7.528 3.741 0.643
H 6.980 0.352 1.283
H 3.639 -2.871 3.905
H 3.558 -1.193 4.477
H 5.243 1.223 -2.009
H 1.262 -1.593 -0.923
H -1.016 -1.020 3.356
H 1.224 -0.362 4.180
H -8.242 2.879 1.482
H 1.346 -3.131 0.858
H -0.484 -1.132 -1.015
H -7.600 2.147 -0.013
H -5.955 1.662 -2.391
H -0.294 -3.847 -3.680
H 3.850 2.238 -1.583
H -5.077 2.212 2.538
H -7.795 3.905 0.105
H -0.937 -3.304 -2.162
H -0.666 -2.724 3.677
H 1.197 -3.710 2.524
*
```

Computed, not measured: a molecular structure, C18H41O2P3Ru at a distorted geometry, with ωB97M-V/def2-TZVPD.

molar mass = 483.52 g mol⁻¹
expectation value of S² = 8.781
HOMO-LUMO gap (spin up / spin down) = 7.96 / 3.70 eV
E_tot = -1978.5955 a.u.
HOMO level (spin up / spin down) = -17.324 / -17.419 eV

```
! RIJCOSX wB97M-V def2-TZVPD def2/J DEFGRID3
* xyz 3 6
Ru -0.149 0.061 -0.514
P -0.019 0.830 -2.588
P 1.830 -0.518 0.333
P -1.677 1.301 0.612
O -1.930 -1.535 -0.313
O 2.142 3.637 1.008
C 2.256 -1.963 -0.725
C -1.100 3.030 0.703
C -1.688 -2.882 -0.483
C -0.432 -0.928 3.726
C -0.846 -5.459 -1.261
C -0.095 2.666 -2.608
C -3.183 1.293 -0.453
C 2.592 -1.001 1.919
C -1.809 -4.763 -1.996
C 2.085 3.859 2.439
C -0.321 -4.855 -0.108
C -0.758 -3.582 0.311
C -2.270 -3.512 -1.596
C -1.386 0.245 -3.659
C 1.510 0.411 -3.536
C -2.569 1.227 2.227
C 0.015 0.078 4.485
C 3.041 0.788 -0.045
H -0.710 0.806 4.912
H -3.479 0.246 -0.614
H 1.719 1.080 -4.389
H -0.013 3.081 0.540
H 1.735 4.883 2.705
H 0.029 -1.904 3.677
H -3.632 1.475 2.092
H 2.777 1.320 -0.959
H 0.185 3.110 -3.576
H 1.354 -2.550 -0.954
H -2.556 0.240 2.692
H 2.697 -1.625 -1.672
H 2.626 4.391 0.633
H 1.032 0.079 4.911
H -1.318 -0.728 3.113
H 2.978 -0.106 2.434
H -1.105 3.014 -2.351
H 4.051 0.367 -0.119
H 3.066 3.684 2.930
H -0.463 -6.426 -1.576
H 2.963 -2.617 -0.197
H -2.235 -5.230 -2.883
H -3.983 1.815 0.086
H 3.001 1.519 0.770
H -2.997 1.780 -1.416
H -0.365 -3.075 1.213
H -2.291 0.263 -3.048
H -1.314 3.410 1.710
H 0.627 3.022 -1.860
H 1.449 -0.611 -3.938
H -1.539 0.843 -4.563
H 1.356 3.139 2.846
H 2.353 0.478 -2.846
H 1.882 -1.479 2.596
H -1.086 -0.931 0.182
H -2.112 1.937 2.929
H -1.627 3.633 -0.045
H 0.396 -5.373 0.525
H 3.457 -1.667 1.755
H -2.999 -2.937 -2.172
H -1.151 -0.785 -3.953
*
```